DFT (ωB97M-V with the def2-TZVPD basis set) results for a 2-piece molecular cluster, C31H61NO5P overall at a distorted geometry.

Calculated values
**Orbital gap**: 6.362 eV
**HOMO energy**: -4.08 eV
**Maximum force**: 0.0567 hartree/bohr

```
! wB97M-V def2-TZVPD RIJCOSX def2/J DEFGRID3
* xyz -1 1
C 2.000 1.280 6.446
C 3.075 2.145 5.721
C 3.881 1.337 4.703
O 4.467 0.362 5.075
O 3.994 1.701 3.383
C 2.655 1.779 2.848
C 2.639 1.969 1.318
C 1.195 2.352 0.952
C 0.646 3.719 1.470
O -0.661 3.769 0.962
P -0.844 2.870 -0.578
C -0.919 2.244 -2.383
C 0.004 1.054 -2.773
C -0.212 -0.247 -1.946
C 0.152 -1.461 -2.847
C 0.489 -2.754 -2.012
C 1.976 -3.167 -2.213
C 2.614 -3.889 -0.996
C 2.587 -2.940 0.245
C 3.751 -3.240 1.223
O 4.023 -2.168 2.115
C 2.849 -1.700 2.764
C -2.609 3.623 -0.653
C -3.732 2.570 -0.828
C -4.918 2.639 0.181
C -5.277 4.050 0.687
C -4.720 1.606 1.350
C -5.826 0.525 1.295
C -5.449 -0.779 2.033
C -5.993 -1.938 1.599
C -7.274 -2.002 0.762
C -5.379 -3.307 1.951
O 0.840 2.320 -0.405
H 2.442 0.683 7.254
H 1.503 0.581 5.766
H 1.296 1.987 6.907
H 3.784 2.571 6.440
H 2.523 2.980 5.266
H 2.168 2.666 3.279
H 2.028 0.903 3.073
H 3.325 2.786 1.030
H 2.974 1.080 0.768
H 0.572 1.531 1.392
H 0.474 3.764 2.567
H 1.337 4.551 1.230
H -1.260 1.642 0.049
H -0.224 4.067 -1.151
H -0.616 3.088 -3.026
H -1.936 1.965 -2.724
H 1.068 1.324 -2.834
H -0.273 0.780 -3.815
H -1.205 -0.309 -1.484
H 0.545 -0.216 -1.139
H -0.716 -1.695 -3.481
H 1.003 -1.148 -3.457
H -0.186 -3.565 -2.327
H 0.264 -2.499 -0.965
H 1.993 -3.893 -3.047
H 2.578 -2.305 -2.527
H 3.676 -4.052 -1.247
H 2.094 -4.830 -0.773
H 1.616 -3.107 0.740
H 2.560 -1.884 -0.069
H 4.665 -3.369 0.624
H 3.532 -4.179 1.762
H 2.365 -0.927 2.147
H 2.119 -2.508 2.944
H 3.153 -1.284 3.732
H -2.733 4.314 0.184
H -2.600 4.249 -1.567
H -3.284 1.561 -0.731
H -4.164 2.597 -1.843
H -5.810 2.271 -0.361
H -4.611 4.337 1.516
H -5.124 4.808 -0.097
H -6.309 4.120 1.066
H -4.783 2.131 2.320
H -3.710 1.171 1.322
H -5.943 0.245 0.240
H -6.770 0.900 1.721
H -4.798 -0.799 2.908
H -8.178 -1.891 1.374
H -7.335 -2.978 0.251
H -7.313 -1.242 -0.029
H -4.479 -3.134 2.548
H -5.169 -3.812 0.998
H -6.130 -3.917 2.476
C 5.561 -1.455 -6.689
C 5.484 -2.057 -5.291
C 4.383 -3.111 -5.151
C 3.046 -2.543 -5.312
N 1.991 -2.106 -5.416
H 4.645 -0.919 -6.944
H 6.388 -0.746 -6.750
H 5.725 -2.230 -7.441
H 5.329 -1.259 -4.561
H 6.443 -2.523 -5.052
H 4.449 -3.572 -4.163
H 4.532 -3.909 -5.883
*
```